(1)
The following is a quantum chemistry calculation of a molecular structure, C45H55N13OPPbS2, from the Open Molecules 2025 dataset.

Computed properties:
- calculated total energy (a.u.) = -3864.5868
- total charge = +3
- LUMO level (alpha / beta) (eV) = -10.93 / -9.52
- highest occupied orbital energy (alpha / beta) (eV) = -13.85 / -13.85
- gap between HOMO and LUMO (alpha / beta) (eV) = 2.92 / 4.33
- max |F| (eV/Å) = 0.406

XYZ file:
```
118
Properties=species:S:1:pos:R:3:lowdin_charge:R:1
Pb -1.389 0.410 1.204 1.380
C -0.233 2.673 4.108 -0.129
C 0.662 1.589 3.475 -0.168
N 0.050 0.287 3.135 -0.163
C -0.518 -0.470 4.256 -0.161
C -1.302 -1.681 3.762 -0.163
N -2.345 -1.309 2.781 -0.123
C -3.519 -0.673 3.416 -0.193
C -4.772 -0.640 2.544 -0.135
C -4.593 -0.372 1.053 -0.186
N -3.747 0.786 0.684 -0.154
C -4.199 2.132 1.084 -0.158
C -3.669 2.587 2.439 -0.173
N -2.204 2.444 2.545 -0.149
C -1.746 2.618 3.939 -0.198
H 0.122 3.633 3.727 0.128
H -0.049 2.714 5.182 0.130
H 1.504 1.398 4.145 0.141
H 1.098 1.963 2.550 0.091
H 0.793 -0.317 2.711 0.061
H -1.145 0.183 4.859 0.113
H 0.288 -0.824 4.906 0.149
H -1.755 -2.185 4.620 0.142
H -0.633 -2.389 3.280 0.096
H -2.634 -2.152 2.290 0.130
H -3.217 0.334 3.694 0.071
H -3.754 -1.190 4.351 0.143
H -5.466 0.077 2.987 0.127
H -5.281 -1.605 2.612 0.134
H -5.580 -0.237 0.601 0.143
H -4.144 -1.238 0.566 0.091
H -3.645 0.787 -0.333 0.016
H -5.292 2.162 1.096 0.149
H -3.864 2.823 0.312 0.086
H -4.130 2.026 3.251 0.113
H -3.961 3.631 2.584 0.146
H -1.788 3.175 1.969 0.033
H -2.187 1.819 4.532 0.098
H -2.161 3.546 4.346 0.142
C 2.215 0.258 -3.439 -0.069
N 1.881 0.377 -2.014 -0.093
C 0.968 -0.266 -1.293 -0.151
N 0.845 0.322 -0.101 -0.037
C 1.754 1.343 -0.169 -0.258
N 2.389 1.404 -1.301 0.158
C 3.113 -0.892 -3.819 -0.204
C 3.155 -1.249 -5.164 -0.033
C 4.083 -2.173 -5.614 -0.037
C 4.967 -2.762 -4.725 0.008
C 4.906 -2.430 -3.377 -0.125
C 3.983 -1.488 -2.919 0.029
C 5.811 -3.082 -2.432 -0.298
N 6.970 -3.597 -2.638 0.144
N 7.377 -4.134 -1.420 0.145
C 6.431 -3.903 -0.584 -0.285
O 5.394 -3.223 -1.149 0.117
C 6.278 -4.325 0.807 -0.126
C 7.374 -4.619 1.615 0.009
C 7.165 -5.035 2.919 -0.036
C 5.874 -5.157 3.428 -0.018
C 4.785 -4.875 2.617 -0.215
C 3.361 -5.049 3.085 -0.052
N 2.542 -3.898 2.678 -0.116
C 2.772 -2.603 2.901 -0.105
N 1.859 -1.867 2.283 0.060
C 1.093 -2.804 1.668 -0.265
N 1.465 -4.043 1.884 0.133
C 4.992 -4.465 1.308 0.018
H 2.709 1.203 -3.667 0.137
H 1.277 0.234 -3.995 0.131
H 0.412 -1.113 -1.656 0.124
H 1.943 2.053 0.617 0.104
H 2.475 -0.785 -5.870 0.120
H 4.117 -2.437 -6.662 0.120
H 5.697 -3.485 -5.060 0.130
H 3.977 -1.213 -1.871 0.120
H 8.376 -4.520 1.219 0.129
H 8.012 -5.264 3.551 0.119
H 5.726 -5.484 4.450 0.121
H 3.282 -5.176 4.164 0.134
H 2.898 -5.907 2.601 0.138
H 3.605 -2.243 3.483 0.151
H 0.245 -2.570 1.038 0.085
H 4.147 -4.267 0.659 0.124
S -2.154 1.465 -2.275 0.371
P -1.952 3.473 -2.079 0.221
S -0.896 3.141 -0.378 0.372
C -1.004 4.265 -3.349 -0.382
C -1.476 5.436 -3.944 -0.055
C -0.713 6.056 -4.921 -0.038
C 0.508 5.515 -5.293 -0.028
C 0.980 4.349 -4.695 -0.046
C 0.228 3.721 -3.723 -0.096
C -3.493 4.337 -1.821 -0.442
C -3.538 5.421 -0.944 -0.100
C -4.721 6.126 -0.791 -0.048
C -5.849 5.751 -1.512 -0.036
C -5.801 4.674 -2.388 -0.045
C -4.622 3.963 -2.548 -0.086
H -2.430 5.859 -3.657 0.111
H -1.074 6.961 -5.390 0.123
H 1.102 6.004 -6.054 0.124
H 1.936 3.941 -4.991 0.116
H 0.593 2.820 -3.244 0.075
H -2.652 5.721 -0.396 0.107
H -4.762 6.976 -0.123 0.120
H -6.769 6.309 -1.397 0.123
H -6.680 4.395 -2.954 0.121
H -4.582 3.127 -3.238 0.106
C -3.175 -4.593 -1.776 -0.066
C -2.486 -3.377 -2.404 -0.186
C -2.179 -2.343 -1.418 -0.158
N -1.943 -1.532 -0.637 0.110
H -3.380 -5.322 -2.557 0.094
H -4.122 -4.316 -1.316 0.083
H -2.539 -5.064 -1.030 0.086
H -3.106 -2.911 -3.173 0.134
H -1.542 -3.654 -2.878 0.134
```

---

(2)
The following is a quantum chemistry calculation of a molecular structure, C45H56BN7O6S4V, from the Open Molecules 2025 dataset.

Computed properties:
- calculated total energy (a.u.) = -5144.9149
- total charge = -2
- LUMO level (alpha / beta) (eV) = 3.59 / 3.59
- highest occupied orbital energy (alpha / beta) (eV) = -1.57 / -2.66
- ⟨S²⟩ = 3.77
- 2S+1 = 4
- gap between HOMO and LUMO (alpha / beta) (eV) = 5.16 / 6.26
- max |F| (eV/Å) = 1.064

XYZ file:
```
120
Properties=species:S:1:pos:R:3:lowdin_spin:R:1
V -0.971 -0.902 0.808 2.700
C 0.214 -1.020 3.163 0.008
C -1.078 -1.555 3.282 0.014
C -2.011 -0.567 2.872 0.018
C -1.287 0.594 2.527 0.004
C 0.090 0.317 2.730 0.022
H 1.137 -1.561 3.308 0.001
H -1.316 -2.571 3.562 0.002
H -3.082 -0.687 2.810 0.005
H -1.708 1.535 2.209 0.002
H 0.903 1.000 2.549 0.006
C -6.123 -3.922 -5.166 0.000
C -5.441 -3.816 -3.828 0.000
C -5.479 -4.870 -2.920 0.000
C -4.815 -4.786 -1.704 0.000
C -4.112 -3.636 -1.384 0.001
C -4.062 -2.573 -2.274 0.000
C -4.728 -2.670 -3.486 0.000
S -3.301 -3.514 0.206 0.005
O -2.937 -4.872 0.555 0.000
O -4.220 -2.836 1.084 0.001
N -2.066 -2.561 -0.062 0.026
C -0.979 -2.953 -0.816 0.027
C -0.765 -4.148 -1.518 0.000
C 0.444 -4.313 -2.163 0.018
C 1.409 -3.314 -2.119 0.000
C 1.120 -2.168 -1.405 0.019
N -0.040 -1.987 -0.781 0.016
H -6.891 -4.696 -5.158 0.000
H -5.405 -4.174 -5.952 0.000
H -6.593 -2.977 -5.444 0.000
H -6.030 -5.770 -3.171 0.000
H -4.825 -5.610 -1.002 0.000
H -3.495 -1.685 -2.019 0.000
H -4.687 -1.838 -4.181 0.000
H -1.505 -4.933 -1.499 0.000
H 0.643 -5.239 -2.690 0.001
H 2.372 -3.428 -2.596 0.000
H 1.826 -1.353 -1.335 0.001
C 2.597 6.045 0.637 0.000
C 1.213 6.181 0.005 0.000
C 0.717 4.932 -0.721 0.000
C 0.307 3.765 0.170 0.000
N 1.418 3.092 0.827 0.000
C 2.112 2.090 0.212 0.004
S 1.922 1.754 -1.412 0.007
N 2.945 1.432 1.040 0.000
C 3.681 0.208 0.742 0.001
C 4.912 0.391 -0.140 0.000
C 5.798 1.565 0.270 0.000
C 6.299 1.478 1.709 0.000
H 2.926 6.993 1.068 0.000
H 3.331 5.739 -0.112 0.000
H 2.609 5.289 1.420 0.000
H 1.239 7.007 -0.713 0.000
H 0.484 6.471 0.770 0.000
H 1.470 4.582 -1.433 0.000
H -0.168 5.193 -1.311 0.000
H -0.260 3.035 -0.413 0.000
H -0.350 4.130 0.965 0.000
H 1.314 2.984 1.824 0.000
H 2.858 1.646 2.020 0.000
H 3.004 -0.524 0.316 0.001
H 3.984 -0.202 1.702 0.000
H 4.598 0.522 -1.177 0.000
H 5.475 -0.542 -0.071 0.000
H 5.243 2.499 0.126 0.000
H 6.653 1.611 -0.412 0.000
H 5.482 1.619 2.422 0.000
H 7.050 2.247 1.916 0.000
H 6.736 0.501 1.912 0.000
C -4.287 6.306 -2.212 0.000
C -4.399 5.309 -3.366 0.000
C -3.663 5.907 -4.575 0.000
C -5.885 5.144 -3.714 0.000
C -3.803 3.944 -3.011 0.001
C -3.723 2.957 -3.994 0.001
C -3.200 1.688 -3.742 0.002
C -2.755 1.423 -2.466 -0.001
O -2.195 0.302 -1.954 0.011
B -1.862 0.551 -0.569 0.064
O -2.323 1.899 -0.322 0.008
C -2.833 2.394 -1.475 -0.003
C -3.349 3.649 -1.719 0.001
H -4.701 7.270 -2.519 0.000
H -3.247 6.461 -1.919 0.000
H -4.842 5.969 -1.335 0.000
H -4.022 6.922 -4.775 0.000
H -3.822 5.313 -5.476 0.000
H -2.589 5.949 -4.387 0.000
H -6.325 6.105 -3.997 0.000
H -6.435 4.750 -2.857 0.000
H -6.017 4.448 -4.543 0.000
H -4.074 3.175 -4.996 0.000
H -3.132 0.941 -4.523 0.000
H -3.381 4.371 -0.915 0.000
N 4.180 -3.160 7.900 0.000
C 4.425 -3.215 6.511 0.000
C 5.015 -4.338 5.940 0.000
C 5.273 -4.379 4.576 0.000
C 4.955 -3.296 3.776 0.000
C 4.363 -2.174 4.341 0.000
C 4.104 -2.129 5.698 0.000
S 5.207 -3.343 2.005 0.000
O 5.716 -4.677 1.733 0.000
O 6.084 -2.232 1.698 0.000
N 3.790 -3.029 1.424 0.000
C 2.795 -3.934 1.548 0.000
S 3.027 -5.690 1.695 0.000
C 1.309 -5.890 1.736 0.000
C 0.706 -4.682 1.657 0.001
N 1.532 -3.593 1.564 0.004
H 4.018 -4.073 8.300 0.000
H 3.413 -2.546 8.130 0.000
H 5.259 -5.190 6.565 0.000
H 5.708 -5.256 4.114 0.000
H 4.078 -1.349 3.699 0.000
H 3.625 -1.258 6.131 0.000
H 0.843 -6.859 1.813 0.000
H -0.367 -4.533 1.653 0.000
```

---

(3)
The following is a quantum chemistry calculation of 2 unconnected molecules or ions with the total composition C45H57BCl4N2O, from the Open Molecules 2025 dataset.

Computed properties:
- calculated total energy (a.u.) = -3799.3758
- total charge = 0
- LUMO level (eV) = -2.58
- highest occupied orbital energy (eV) = -6.71
- gap between HOMO and LUMO (eV) = 4.13
- max |F| (eV/Å) = 4.963

XYZ file:
```
110
Properties=species:S:1:pos:R:3:lowdin_charge:R:1
Cl 8.100 -3.136 -1.812 0.490
B 8.157 -1.888 -0.437 -1.940
Cl 6.623 -2.014 0.586 0.550
Cl 9.641 -2.190 0.622 0.522
O 8.245 -0.552 -1.014 -0.056
C 8.271 0.475 -0.151 0.002
C 8.368 1.794 -0.587 -0.160
C 8.393 2.905 0.294 0.027
C 8.490 4.176 -0.211 -0.080
C 8.564 4.384 -1.586 -0.623
Cl 8.689 5.991 -2.212 0.732
C 8.541 3.307 -2.463 -0.072
C 8.444 2.031 -1.978 0.041
H 8.213 0.237 0.899 0.118
H 8.335 2.745 1.357 0.130
H 8.509 5.034 0.438 0.113
H 8.599 3.493 -3.522 0.115
H 8.424 1.182 -2.641 0.137
C 1.497 -0.779 1.079 -0.051
C 1.606 -2.288 0.829 -0.490
C 3.112 -2.628 0.943 -0.101
C 0.895 -3.068 1.946 -0.033
C 1.038 -2.698 -0.561 -0.062
C 1.936 -3.351 -1.399 -0.040
C 1.557 -3.930 -2.579 -0.058
C 0.246 -3.849 -2.958 -0.054
C -0.709 -3.161 -2.225 -0.069
C -2.127 -3.218 -2.860 -0.500
C -2.978 -1.991 -2.530 -0.055
C -2.834 -4.517 -2.427 -0.035
C -2.042 -3.242 -4.410 -0.066
C -0.324 -2.557 -0.983 -0.052
N -1.289 -1.824 -0.169 0.009
C -2.380 -2.526 0.551 -0.108
C -3.327 -1.412 0.998 -0.099
N -2.569 -0.147 0.812 -0.014
C -3.109 1.082 1.387 -0.074
C -3.020 1.319 2.796 -0.095
C -2.454 0.353 3.871 -0.495
C -1.830 1.145 5.051 -0.062
C -1.328 -0.549 3.345 -0.041
C -3.611 -0.484 4.456 -0.033
C -3.552 2.490 3.316 -0.049
C -4.142 3.447 2.537 -0.058
C -4.254 3.219 1.193 -0.049
C -3.770 2.069 0.585 -0.073
C -4.161 1.977 -0.913 -0.494
C -3.930 3.336 -1.617 -0.037
C -5.653 1.614 -0.998 -0.035
C -3.367 0.945 -1.704 -0.061
C -1.403 -0.417 0.030 -0.227
C -0.555 0.464 -0.593 -0.066
C -0.478 1.906 -0.465 -0.225
C -0.738 2.584 0.732 -0.036
C -0.721 3.960 0.788 -0.080
C -0.425 4.695 -0.343 -0.111
C -0.122 4.051 -1.527 -0.107
C -0.135 2.677 -1.586 -0.054
H 0.464 -0.481 1.206 0.031
H 2.021 -0.484 1.989 0.090
H 1.926 -0.214 0.250 0.096
H 3.280 -3.699 0.835 0.087
H 3.687 -2.100 0.182 0.057
H 3.519 -2.336 1.911 0.083
H 0.974 -4.142 1.779 0.093
H 1.331 -2.851 2.921 0.089
H -0.155 -2.810 1.998 0.037
H 2.971 -3.448 -1.126 0.094
H 2.270 -4.464 -3.189 0.111
H -0.039 -4.364 -3.856 0.095
H -2.439 -1.085 -2.803 0.088
H -3.921 -2.001 -3.078 0.099
H -3.231 -1.948 -1.479 0.040
H -2.310 -5.385 -2.826 0.086
H -2.862 -4.638 -1.349 0.064
H -3.859 -4.553 -2.795 0.088
H -1.625 -4.176 -4.783 0.066
H -3.031 -3.160 -4.860 0.084
H -1.433 -2.418 -4.778 0.095
H -2.873 -3.258 -0.085 0.089
H -1.975 -3.089 1.395 0.106
H -4.244 -1.374 0.402 0.118
H -3.636 -1.536 2.032 0.090
H -2.582 1.684 5.625 0.066
H -1.340 0.477 5.758 0.086
H -1.092 1.862 4.695 0.093
H -1.653 -1.171 2.522 0.042
H -0.487 0.051 3.003 0.084
H -0.962 -1.217 4.125 0.095
H -4.182 -1.001 3.692 0.062
H -3.245 -1.229 5.162 0.089
H -4.313 0.157 4.987 0.086
H -3.531 2.664 4.376 0.096
H -4.539 4.349 2.977 0.109
H -4.778 3.956 0.609 0.102
H -2.909 3.679 -1.456 0.074
H -4.095 3.259 -2.691 0.089
H -4.607 4.107 -1.256 0.068
H -5.838 0.637 -0.556 0.081
H -6.259 2.344 -0.465 0.080
H -5.998 1.590 -2.031 0.086
H -3.422 -0.017 -1.209 0.043
H -3.757 0.835 -2.717 0.097
H -2.326 1.240 -1.794 0.067
H 0.102 0.027 -1.327 0.118
H -0.955 2.015 1.616 0.095
H -0.956 4.466 1.711 0.103
H -0.433 5.773 -0.305 0.095
H 0.105 4.625 -2.412 0.100
H 0.082 2.174 -2.512 0.111
```

---

(4)
The following is a quantum chemistry calculation of 7 unconnected molecules or ions with the total composition C45H59BrClF10N7O5S2, from the Open Molecules 2025 dataset.

Computed properties:
- calculated total energy (a.u.) = -7338.5200
- total charge = 0
- LUMO level (eV) = -2.13
- highest occupied orbital energy (eV) = -8.21
- gap between HOMO and LUMO (eV) = 6.08
- max |F| (eV/Å) = 3.607
- SMILES = C=C[C@@]1(S(=O)(=O)C(F)(F)C(F)(F)C(F)(F)C(F)(F)F)[C@@](CCCF)([C@@H](Br)CC)[C@@](Cl)(CCN)[C@@](C)(CC)OS1(=O)=O.c1cc[nH]c1.c1cc[nH]c1.c1cc[nH]c1.c1cc[nH]c1.c1cc[nH]c1.c1cc[nH]c1

XYZ file:
```
130
Properties=species:S:1:pos:R:3:lowdin_charge:R:1
C 0.605 0.826 3.993 0.132
C 0.070 -0.178 3.188 -0.196
C 0.157 -0.339 1.721 -0.336
S 1.990 -0.815 1.400 0.830
O 2.213 -2.139 0.878 -0.259
O 2.658 -0.682 2.669 -0.255
C 3.033 0.246 0.284 -0.434
F 3.172 1.491 0.760 0.133
F 2.591 0.357 -0.984 0.116
C 4.490 -0.379 0.130 -0.357
F 5.337 0.666 0.035 0.163
F 4.898 -1.114 1.173 0.157
C 4.699 -1.212 -1.168 -0.349
F 4.928 -0.413 -2.225 0.168
F 3.686 -2.046 -1.446 0.164
C 5.975 -2.128 -1.037 -0.511
F 6.282 -2.516 -2.299 0.155
F 5.712 -3.252 -0.356 0.166
F 7.039 -1.490 -0.556 0.197
C -0.982 -1.367 1.244 -0.301
C -0.610 -2.075 -0.091 -0.200
C 0.106 -1.361 -1.247 -0.169
C -0.316 -1.990 -2.570 -0.213
F 0.194 -3.261 -2.707 -0.023
C -1.043 -2.569 2.267 -0.587
Br -2.208 -4.051 1.704 0.849
C 0.245 -3.205 2.817 -0.275
C 0.859 -4.450 2.143 -0.128
C -2.429 -0.675 1.183 -0.486
Cl -3.544 -1.523 -0.027 0.776
C -3.316 -0.822 2.437 -0.235
C -2.988 -0.006 3.704 -0.246
N -4.254 0.497 4.303 0.016
C -2.479 0.795 0.642 -0.463
C -2.467 0.943 -0.898 -0.068
C -3.823 1.505 0.985 -0.169
C -3.879 2.934 0.390 -0.058
O -1.558 1.701 1.302 -0.165
S -0.038 1.356 1.084 0.657
O 0.314 1.523 -0.294 -0.233
O 0.697 2.265 1.917 -0.252
H 0.235 1.836 4.051 0.054
H 1.434 0.583 4.657 0.097
H -0.492 -0.876 3.793 0.103
H -1.447 -2.605 -0.520 0.038
H 0.051 -2.898 0.160 0.088
H -0.033 -0.298 -1.400 0.081
H 1.170 -1.570 -1.219 0.085
H -1.408 -2.053 -2.594 0.112
H -0.042 -1.348 -3.405 0.122
H -1.566 -2.264 3.160 0.043
H 1.038 -2.511 3.063 0.075
H -0.011 -3.579 3.809 0.114
H 0.476 -4.691 1.157 0.048
H 1.924 -4.275 2.023 0.063
H 0.776 -5.339 2.758 0.072
H -3.414 -1.858 2.746 0.067
H -4.351 -0.611 2.206 0.088
H -2.484 -0.618 4.447 0.107
H -2.371 0.861 3.493 0.082
H -4.250 0.275 5.290 0.066
H -4.268 1.507 4.273 0.056
H -1.979 1.877 -1.149 0.092
H -3.472 0.941 -1.290 0.065
H -1.930 0.169 -1.433 0.056
H -3.952 1.630 2.054 0.091
H -4.655 0.939 0.586 0.110
H -4.457 2.912 -0.532 0.067
H -2.908 3.337 0.131 0.075
H -4.388 3.626 1.050 0.081
C -1.404 6.422 4.993 -0.109
C -2.220 5.269 5.140 -0.105
C -1.608 4.254 4.456 -0.146
N -0.459 4.745 3.899 0.018
C -0.326 6.065 4.225 -0.134
H -1.591 7.401 5.404 0.075
H -3.147 5.196 5.683 0.091
H -1.892 3.224 4.315 0.091
H 0.185 4.217 3.335 0.120
H 0.520 6.635 3.882 0.107
C -7.640 2.825 -3.711 -0.106
C -6.763 3.911 -3.986 -0.105
C -5.484 3.437 -3.899 -0.142
N -5.551 2.107 -3.576 -0.012
C -6.865 1.725 -3.466 -0.145
H -8.716 2.850 -3.697 0.092
H -7.043 4.923 -4.223 0.092
H -4.535 3.927 -4.037 0.109
H -4.761 1.504 -3.442 0.127
H -7.129 0.711 -3.222 0.106
C -3.141 0.347 -8.379 -0.114
C -4.059 1.355 -8.782 -0.112
C -4.880 1.610 -7.717 -0.140
N -4.497 0.795 -6.689 0.002
C -3.436 0.024 -7.082 -0.147
H -2.356 -0.089 -8.973 0.089
H -4.109 1.836 -9.744 0.089
H -5.700 2.298 -7.602 0.107
H -4.930 0.768 -5.784 0.115
H -2.985 -0.684 -6.408 0.100
C -1.187 12.006 6.927 -0.114
C -1.799 11.106 7.842 -0.113
C -1.348 9.850 7.540 -0.148
N -0.492 9.955 6.478 -0.001
C -0.386 11.266 6.101 -0.143
H -1.321 13.074 6.882 0.089
H -2.489 11.354 8.630 0.089
H -1.561 8.894 7.987 0.104
H -0.015 9.188 6.043 0.130
H 0.248 11.557 5.281 0.104
C 7.124 -8.111 0.389 -0.110
C 7.530 -8.251 -0.965 -0.111
C 7.250 -7.068 -1.596 -0.143
N 6.690 -6.223 -0.679 0.012
C 6.613 -6.848 0.533 -0.137
H 7.200 -8.852 1.167 0.089
H 7.975 -9.119 -1.421 0.088
H 7.400 -6.754 -2.614 0.087
H 6.383 -5.287 -0.867 0.113
H 6.203 -6.344 1.391 0.107
C 5.877 -7.332 -6.977 -0.113
C 6.549 -8.513 -7.393 -0.114
C 7.442 -8.841 -6.410 -0.142
N 7.339 -7.904 -5.419 0.002
C 6.384 -6.983 -5.755 -0.147
H 5.108 -6.801 -7.513 0.089
H 6.393 -9.058 -8.308 0.088
H 8.140 -9.657 -6.330 0.104
H 7.879 -7.894 -4.575 0.124
H 6.150 -6.163 -5.099 0.100
```